DFT (ωB97M-V with the def2-TZVPD basis set) results for a cluster of 5 separate species, C30H74O19P4 in total at a distorted geometry.

```
127
Properties=species:S:1:pos:R:3:forces:R:3
C 4.806210 -5.445270 -14.567780 -0.9660 -0.5289 -0.8370
O 3.625280 -4.752350 -15.058730 0.8691 0.1785 1.5933
C 3.227080 -4.807060 -16.423980 0.4276 -0.9877 1.3886
C 2.195060 -5.901880 -16.670610 -0.1528 -0.4956 -0.4321
O 2.576750 -7.144320 -16.105560 1.0687 -1.0985 0.1016
C 1.579180 -8.102430 -15.711790 -1.0236 2.2403 -0.5532
C 0.985480 -9.005880 -16.817110 0.0816 0.6102 0.2749
O 0.061410 -8.234500 -17.631880 0.7362 -0.5168 1.9234
C 0.443060 -8.093180 -18.944060 0.0727 1.0948 -0.7781
H 5.005090 -5.270450 -13.510430 -0.5626 0.7019 -0.0382
H 5.724200 -5.198630 -15.101230 -0.0669 0.2269 -0.3643
H 4.647480 -6.522350 -14.620630 0.0183 -0.1321 -0.3243
H 4.118900 -4.963130 -17.030950 -0.1316 0.2871 -0.4002
H 2.712610 -3.857000 -16.568260 0.3557 0.0533 -0.6105
H 2.136630 -6.005470 -17.754100 -0.2714 0.0913 -0.1577
H 1.215840 -5.601700 -16.297620 -0.1444 0.0526 0.2044
H 0.778180 -7.418740 -15.430590 -0.8184 -0.3864 0.1801
H 1.848170 -8.540670 -14.750700 0.5639 -0.6043 -0.4763
H 0.434060 -9.838610 -16.380550 -0.2473 0.1645 0.3089
H 1.754350 -9.493930 -17.416060 0.2149 0.3341 -0.2658
H 0.612070 -9.084570 -19.364390 -0.2258 0.2810 -0.8033
H 1.265350 -7.406900 -19.146420 1.2686 -0.4939 0.6219
H -0.273130 -7.401370 -19.387430 -1.0336 -1.0351 -0.5248
C -0.416290 3.351710 -22.531360 0.0126 -1.1902 -0.0343
C 0.161760 2.913100 -23.886290 0.9348 3.3069 0.3436
O -0.175780 1.716450 -24.410420 -0.9623 -4.4452 0.1525
P 0.161070 0.358040 -23.602530 -1.3814 -1.9274 -1.3129
O 1.132220 0.420330 -22.509860 -0.3286 0.5210 0.3614
O 0.722390 -0.695610 -24.744990 -1.3780 1.9954 1.1982
C 2.138510 -0.975430 -24.813930 -0.2459 2.2616 -0.3961
C 2.247520 -2.387160 -24.632870 1.0356 -2.1024 -0.4311
O -1.386420 -0.150740 -23.260610 1.3432 1.6437 -0.6481
C -1.708350 -1.389870 -22.551470 1.8527 0.2536 -1.1136
C -2.849500 -1.302490 -21.572890 -0.3936 1.5218 -0.2572
H -1.492900 3.209560 -22.437490 -0.2684 0.6939 -0.6901
H -0.127690 2.672980 -21.728770 0.8433 0.0936 0.0319
H -0.072600 4.365230 -22.324630 -0.2836 -0.0569 0.1025
H -0.138180 3.597870 -24.679530 -0.2323 0.4584 0.2390
H 1.249280 2.980330 -23.916190 0.2596 0.1975 0.6183
H 2.512070 -0.623730 -25.775630 -0.2476 -0.0381 -0.2336
H 2.745660 -0.462820 -24.067810 -0.5005 0.2984 0.2794
H 1.932180 -2.625200 -23.616990 0.1028 -0.5303 -0.2578
H 1.724010 -2.915820 -25.429460 -0.4506 -0.1831 0.3532
H 3.293380 -2.616530 -24.836950 0.2802 -0.4515 0.5483
H -1.911800 -2.071910 -23.377010 -0.1521 -0.3822 0.2977
H -0.715660 -1.608950 -22.158190 -0.4148 -0.9009 0.8757
H -2.858870 -0.375470 -20.999620 0.9924 -0.1264 0.6154
H -3.784030 -1.064700 -22.081050 -0.2248 -1.0046 -0.4590
H -2.908550 -2.171120 -20.917080 -0.0830 0.0855 -0.2017
C 0.553190 2.833580 -15.526930 -1.8706 1.2000 0.1888
C 1.646900 3.064320 -16.501150 0.6135 -0.4659 0.4128
O 2.590290 2.044220 -16.224810 1.4489 -1.1957 -0.7757
P 4.046100 2.040910 -16.925760 0.4774 1.9002 2.9496
O 4.902200 3.057920 -16.214280 -0.8750 -1.5737 -1.7542
O 3.777720 2.298950 -18.478320 -0.6417 -2.0537 2.0059
C 4.033420 3.549250 -19.023380 1.8984 0.8879 -0.2768
C 3.689170 3.479300 -20.463160 -0.5004 1.2186 -0.5627
O 4.496770 0.527650 -16.767200 -0.9378 0.2747 -1.6191
C 4.962340 0.009860 -15.536230 1.6230 -1.0305 1.3782
C 5.010770 -1.537030 -15.414050 -1.0574 0.0222 0.0379
H -0.243860 3.519620 -15.813590 -0.4671 -0.0804 -0.2977
H 0.122930 1.832110 -15.521560 0.3443 -0.0097 -0.0305
H 0.723730 3.209800 -14.518220 0.7190 -0.5378 0.0808
H 1.345670 2.935520 -17.540760 -0.2803 0.3119 -0.0480
H 2.109550 4.034100 -16.317890 -0.0131 0.1907 -0.2705
H 3.540630 4.415630 -18.582200 -0.5733 -0.3642 0.4619
H 5.086160 3.724150 -18.801490 0.2302 0.3217 -0.5192
H 2.605550 3.562710 -20.546240 -0.1337 -0.4263 -0.2221
H 4.045940 4.433620 -20.850570 0.1989 -0.1011 -0.5783
H 4.057900 2.632690 -21.042290 0.1244 0.0855 0.2845
H 5.984960 0.365030 -15.408890 -0.0322 0.2612 0.0688
H 4.373630 0.375210 -14.694780 -0.1449 0.1697 -0.1600
H 5.453100 -1.881480 -14.479280 0.3395 0.7229 0.2559
H 3.998770 -1.921470 -15.286960 -0.1636 -0.1203 -0.5029
H 5.533660 -2.139190 -16.157080 -0.0882 0.5445 -0.4855
C -0.294150 -5.236650 -22.554150 -0.3169 0.4364 1.6717
C 0.889920 -5.215620 -21.557380 -1.0990 -1.3978 -0.6817
O 1.374430 -3.925420 -21.628070 2.8032 3.2785 1.3827
P 2.358450 -3.314740 -20.448210 -0.3926 0.9963 1.0169
O 2.814550 -4.277960 -19.392130 -0.2657 0.8976 -2.1295
O 3.555860 -2.468670 -21.257240 -5.2560 -0.6136 2.0780
C 4.721450 -3.111080 -21.429350 4.8605 0.8719 -1.0520
C 5.853800 -2.056710 -21.149840 -0.0194 -0.3801 0.9131
O 1.476690 -2.122410 -19.743810 0.3203 -3.6954 -4.8045
C 2.024670 -1.267960 -18.846140 0.0589 2.0824 3.1031
C 1.701040 0.147840 -19.222580 0.1885 1.5548 -0.5558
H -1.050560 -4.605620 -22.087510 -0.4298 -0.2114 0.1032
H -0.120380 -4.688650 -23.480220 0.6282 -0.6177 -0.1689
H -0.686120 -6.248740 -22.654880 0.0165 0.1448 -0.3639
H 0.655250 -5.377360 -20.505310 -0.6112 -0.6074 -0.1696
H 1.607180 -5.977830 -21.861800 0.4543 0.1909 0.0481
H 4.952740 -3.980560 -20.814040 -0.6387 -0.0761 0.1385
H 4.842670 -3.345600 -22.486900 -0.1360 -0.5827 -0.1176
H 5.926820 -1.214880 -21.838390 -0.0788 -0.4173 -0.4985
H 5.741790 -1.555390 -20.188460 -0.5943 -0.1787 0.2885
H 6.814510 -2.548590 -20.997520 0.0811 -0.1305 -0.5657
H 1.427590 -1.534360 -17.974000 0.4795 0.4322 0.8135
H 3.075430 -1.374890 -18.576780 0.1665 -0.4351 -0.4299
H 0.622330 0.293740 -19.279140 0.0020 -0.0766 -0.3845
H 2.088880 0.993470 -18.654600 -0.1598 -0.8736 1.2326
H 2.203770 0.505020 -20.121350 -0.4600 -0.8318 -0.8439
C 11.561620 -6.608680 -19.537840 0.4596 0.3219 0.0945
C 11.846060 -5.234160 -20.073400 -1.2914 0.1307 -1.4985
O 11.363010 -4.213460 -19.169190 -0.1489 -0.0265 -0.8957
P 10.310990 -3.089550 -19.595230 -0.4308 0.1513 2.2359
O 10.726590 -1.710930 -19.241310 -0.8608 -1.5886 -0.5339
O 9.993180 -3.370430 -21.135210 0.7861 -0.0940 2.4395
C 9.442530 -2.270280 -21.851870 -0.3259 -0.7147 -1.9863
C 10.535600 -1.759760 -22.822540 -0.6527 0.2870 -0.3577
O 8.955110 -3.595650 -18.734990 2.1118 2.7413 -0.4135
C 8.473430 -4.869850 -18.923600 -1.7136 -1.3005 -1.4884
C 7.147860 -5.125400 -18.225970 0.1851 0.2129 1.4424
H 12.000990 -6.649190 -18.541140 -0.0566 -0.9015 -0.0758
H 10.489810 -6.806870 -19.543700 0.0063 0.3321 0.4673
H 11.899450 -7.316210 -20.295060 0.7229 -0.2619 0.4690
H 12.832680 -4.968320 -20.452900 0.3776 -0.3135 0.8752
H 11.269100 -5.260380 -20.997800 -0.2402 0.7561 -0.1168
H 8.692940 -2.881290 -22.354740 -0.1449 0.7175 -1.1871
H 8.793740 -1.598270 -21.290110 0.9596 0.4412 0.4798
H 10.105270 -1.230420 -23.672670 -0.4100 -0.1160 -0.0510
H 11.307910 -1.061890 -22.499110 -0.2206 -0.2040 0.9085
H 11.045910 -2.628430 -23.238600 -0.0704 -0.0791 0.0818
H 8.264870 -4.935450 -19.991450 0.4684 -0.8236 -0.3793
H 9.153590 -5.629030 -18.537420 0.2156 0.0483 -0.3531
H 7.439970 -4.983090 -17.185530 -0.6435 0.0082 0.4283
H 6.263210 -4.520150 -18.423880 0.4293 0.5388 -0.3857
H 6.775220 -6.146800 -18.303410 0.5056 -0.2051 -0.2583
```
Forces are in eV/Å.

For the gap between HOMO and LUMO, the calculation gives 9.526 eV. As for the multiplicity: 1. The energy above the lowest of the compared OMol25 structures with the same formula, charge and spin comes out at 5.056 eV. The value obtained for the LUMO energy is 0.5 eV.